i:
This record from OMol25 describes 2 unconnected molecules or ions with the total composition C3H6O3. The level of theory is wB97M-V/def2-TZVPD.

Last column: natural (NBO) charge in e.
CARTESIAN COORDINATES (ANGSTROEM)
O (-1.145, 1.199, 0.768)  -0.71
C (-1.135, -0.140, 0.408)  -0.16
C (0.200, -0.792, 0.501)  0.02
O (0.656, -0.460, -1.788)  -0.62
C (1.181, 0.378, -1.019)  0.59
O (1.064, 1.594, -0.865)  -0.67
H (-0.566, 1.670, 0.134)  0.51
H (-1.612, -0.354, -0.553)  0.22
H (-1.694, -0.696, 1.189)  0.24
H (0.331, -1.809, 0.150)  0.24
H (0.812, -0.463, 1.337)  0.22
H (1.909, -0.126, -0.262)  0.13

Values from the calculation:
E_HOMO (alpha / beta): -10.044 / -10.044 eV
multiplicity: 1
charge: 0



ii:
This record from OMol25 describes a single C3H6O3 molecule. The level of theory is wB97M-V/def2-TZVPD.

Last column: natural (NBO) charge in e.
CARTESIAN COORDINATES (ANGSTROEM)
C (0.770, 0.596, -0.296)  -0.65
C (-0.432, -0.411, 0.018)  0.39
O (-0.183, -1.484, 0.960)  -0.71
O (-0.734, -1.016, -1.228)  -0.71
C (-1.611, 0.327, 0.572)  0.41
O (-2.704, 0.386, 0.068)  -0.50
H (1.840, 0.206, -0.255)  0.24
H (0.706, 1.059, -1.277)  0.23
H (0.546, 1.352, 0.441)  0.20
H (0.223, -2.161, 0.484)  0.48
H (-1.649, -0.588, -1.328)  0.49
H (-1.516, 0.846, 1.587)  0.14

Values from the calculation:
E_HOMO: -10.623 eV
SMILES: CC(O)(O)C=O
multiplicity: 1
charge: 0



iii:
This record from OMol25 describes 2 unconnected molecules or ions with the total composition C3H6O3. The level of theory is wB97M-V/def2-TZVPD.

Last column: natural (NBO) charge in e.
CARTESIAN COORDINATES (ANGSTROEM)
O (-0.754, -0.777, -1.810)  -0.54
C (-1.352, -0.201, -0.975)  0.94
O (-2.121, -0.005, -0.096)  -0.57
C (0.541, 0.753, -0.322)  -0.55
C (0.809, -0.440, 0.682)  -0.07
O (-0.066, -0.476, 1.772)  -0.71
H (1.281, 0.691, -1.129)  0.23
H (0.518, 1.658, 0.255)  0.22
H (-0.546, 1.106, -0.961)  0.20
H (0.894, -1.425, 0.186)  0.17
H (1.809, -0.244, 1.112)  0.20
H (-0.960, -0.558, 1.412)  0.48

Values from the calculation:
E_HOMO: -10.649 eV
SMILES: O=C=O.CCO
multiplicity: 1
charge: 0



iv:
This record from OMol25 describes 2 unconnected molecules or ions with the total composition C3H6O3. The level of theory is wB97M-V/def2-TZVPD.

Last column: natural (NBO) charge in e.
CARTESIAN COORDINATES (ANGSTROEM)
C (-1.504, -0.185, 0.850)  -0.48
C (-0.964, -1.359, 0.570)  0.12
O (0.178, -1.634, -0.164)  -0.72
H (-2.020, -0.092, 1.798)  0.21
H (-1.630, 0.686, 0.226)  0.23
H (-1.208, -2.197, 1.203)  0.17
H (0.088, -1.269, -1.059)  0.48
O (0.243, 2.019, -0.395)  -0.52
C (1.342, 1.613, -0.575)  0.66
O (1.678, 0.579, -1.426)  -0.75
H (2.237, 2.069, -0.129)  0.10
H (1.560, -0.230, -0.900)  0.50

Values from the calculation:
E_HOMO: -9.430 eV
SMILES: C=CO.O=CO
multiplicity: 1
charge: 0



Stability ranking, top and bottom: ii is the most stable and i is the least stable.



i:
This record from OMol25 describes 2 unconnected molecules or ions with the total composition C3H6O3. The level of theory is wB97M-V/def2-TZVPD.

Last column: natural (NBO) charge in e.
CARTESIAN COORDINATES (ANGSTROEM)
C (0.362, 1.376, -0.531)  -0.75
C (0.899, 0.639, 0.662)  0.49
O (1.036, 1.229, 1.684)  -0.50
C (1.347, -0.873, 0.403)  0.34
O (1.296, -1.342, -0.711)  -0.47
H (1.124, 2.036, -0.934)  0.24
H (-0.400, 2.174, -0.311)  0.25
H (0.192, 0.646, -1.304)  0.25
H (1.823, -1.370, 1.326)  0.13
O (-2.382, -1.183, -0.191)  -0.96
H (-3.280, -1.581, -0.582)  0.49
H (-2.017, -1.752, 0.492)  0.47

Values from the calculation:
E_HOMO: -9.581 eV
SMILES: CC(=O)C=O.O
multiplicity: 1
charge: 0



ii:
This record from OMol25 describes 2 unconnected molecules or ions with the total composition C3H6O3. The level of theory is wB97M-V/def2-TZVPD.

Last column: natural (NBO) charge in e.
CARTESIAN COORDINATES (ANGSTROEM)
C (-0.608, -1.535, -0.220)  -0.75
C (-0.062, -1.466, 1.184)  0.46
O (0.854, -0.751, 1.491)  -0.55
H (-0.560, -0.590, -0.764)  0.26
H (-1.576, -2.027, -0.229)  0.22
H (0.126, -2.070, -0.831)  0.25
H (-0.763, -1.901, 1.923)  0.11
O (0.176, 2.960, -1.734)  -0.55
C (0.283, 2.326, -0.732)  0.64
O (1.186, 1.378, -0.521)  -0.69
H (-0.473, 2.453, 0.048)  0.09
H (1.416, 1.223, 0.385)  0.51

Values from the calculation:
E_HOMO: -10.402 eV
SMILES: CC=O.O=CO
multiplicity: 1
charge: 0



Stability ranking, top and bottom: ii is the most stable and i is the least stable.